The following is a quantum chemistry calculation of a molecular structure, C17H28Br12O7S, from OMol25.

Last column: Löwdin charge in e.
CARTESIAN COORDINATES (ANGSTROEM)
C: -4.938 -1.129 1.543  -0.09
C: -4.057 0.088 2.157  -0.24
O: -3.969 1.215 1.241  -0.19
C: -3.081 0.869 0.132  -0.12
C: -1.898 1.939 -0.033  -0.19
O: -1.695 2.484 1.331  -0.23
S: -0.052 2.474 1.738  0.81
O: 0.433 1.246 2.472  -0.29
O: 0.539 3.736 2.275  -0.27
O: 0.473 2.391 0.138  -0.20
C: -0.448 1.417 -0.462  -0.29
C: -0.037 1.493 -2.028  -0.11
C: 1.479 0.971 -2.125  -0.20
C: 1.789 0.031 -3.380  -0.20
C: 1.044 -1.389 -3.367  -0.20
C: 1.946 -2.588 -2.734  -0.16
C: 2.295 -2.134 -1.243  -0.21
O: 2.943 -3.161 -0.435  -0.09
C: 3.603 -2.426 0.619  -0.40
C: 2.881 -1.374 1.572  0.00
O: 4.836 -2.590 0.783  0.06
H: -5.715 -0.762 0.781  0.09
H: -5.473 -1.636 2.421  0.08
H: -4.229 -1.882 1.035  0.07
H: -3.014 -0.298 2.437  0.13
H: -4.603 0.399 3.123  0.13
H: -3.712 0.820 -0.817  0.14
H: -2.667 -0.179 0.324  0.13
H: -2.216 2.834 -0.664  0.16
H: -0.325 0.326 -0.146  0.15
H: -0.038 2.618 -2.278  0.13
H: -0.744 0.906 -2.700  0.12
H: 2.136 1.912 -2.250  0.13
H: 1.758 0.533 -1.111  0.09
H: 2.909 -0.162 -3.516  0.12
H: 1.454 0.587 -4.335  0.12
H: -0.003 -1.345 -2.903  0.11
H: 0.883 -1.686 -4.472  0.11
H: 2.851 -2.840 -3.379  0.04
H: 1.262 -3.509 -2.669  0.11
H: 1.309 -1.823 -0.749  0.13
H: 3.030 -1.247 -1.302  0.14
H: 1.972 -0.856 1.124  0.05
H: 2.572 -1.787 2.589  0.10
H: 3.653 -0.542 1.775  0.11
C: 5.349 -4.773 -5.317  -1.60
Br: 4.993 -6.652 -5.624  0.55
Br: 4.243 -3.635 -6.432  0.55
Br: 5.186 -4.322 -3.439  0.60
H: 6.384 -4.590 -5.602  -0.03
C: -3.760 5.324 2.364  -1.61
Br: -5.541 4.862 2.977  0.56
Br: -3.749 5.825 0.491  0.56
Br: -2.944 6.686 3.479  0.56
H: -3.149 4.428 2.457  -0.05
C: 1.551 -6.533 -1.161  -1.62
Br: 2.342 -7.895 -0.030  0.57
Br: 1.740 -6.960 -3.043  0.54
Br: -0.297 -6.184 -0.684  0.55
H: 2.105 -5.612 -0.985  -0.05
C: -2.305 7.112 7.547  -1.62
Br: -1.359 6.925 9.229  0.56
Br: -4.208 7.370 7.814  0.55
Br: -1.537 8.506 6.440  0.54
H: -2.184 6.174 7.007  -0.03

Total energy   -883754.45899 eV
E_HOMO   -0.37747 Ha
Largest force on an atom   4.7 eV Å⁻¹